Molecular formula: C18H43F6O3P2SSb2ScSe4Si
Method: DFT, wB97M-V/def2-TZVPD

CARTESIAN COORDINATES (ANGSTROEM)
O  -0.751  -3.507  -0.230
C  -5.261  -1.957  0.439
H  0.628  -3.869  -2.393
F  3.049  0.134  0.282
P  1.105  0.728  2.384
H  -2.476  -5.490  -0.938
C  -5.384  -4.148  -0.764
H  2.415  4.075  1.225
C  -0.412  -4.843  -0.771
Sb  3.317  -1.174  -1.070
C  -3.224  -0.232  -2.748
F  1.953  -2.074  0.113
C  0.798  -4.666  -1.667
Sc  0.545  -0.578  -0.048
H  3.451  0.222  2.753
H  -0.953  -5.742  1.110
C  1.341  2.529  2.254
H  -0.108  4.575  -0.275
C  2.240  3.002  1.111
H  -3.329  -3.268  1.879
H  0.755  -5.296  0.976
H  -4.794  -4.238  1.925
H  -3.744  -0.004  -3.680
H  0.443  4.386  -1.937
H  -1.119  1.167  3.225
H  3.437  3.771  -1.475
S  -1.513  -1.118  1.091
H  3.644  2.015  -1.407
H  1.687  -4.435  -1.084
H  -4.841  -5.055  -1.031
H  -5.703  -3.652  -1.682
Se  -2.742  3.763  -2.136
H  2.630  2.734  -2.667
H  -0.469  -0.341  3.897
H  -0.022  -0.335  -4.018
Si  -1.876  -2.442  -0.675
H  0.341  2.966  2.148
H  -2.390  -1.615  -5.047
H  -3.396  -4.816  1.011
H  -0.589  0.805  -2.777
Se  -1.271  0.887  0.166
P  1.468  2.716  -0.534
H  3.214  2.509  1.126
C  -2.070  -2.020  -4.086
F  4.320  -0.060  -2.144
Se  -5.136  1.910  0.273
H  -1.333  -6.386  -1.941
C  0.761  4.358  -0.895
F  1.617  -0.288  -1.758
H  -6.070  -2.201  1.129
H  0.987  -5.588  -2.219
C  -3.967  -3.928  1.286
Sb  -2.923  3.026  0.111
H  2.652  0.753  4.249
H  0.092  1.226  4.515
H  -2.826  -2.731  -3.746
C  -0.903  0.138  -3.581
H  -1.381  0.762  -4.338
C  -4.513  -3.219  0.059
H  -1.827  -4.759  -2.416
C  -1.586  -5.397  -1.560
H  -1.124  -2.542  -4.236
H  1.728  2.862  3.221
O  -3.411  -2.822  -0.823
H  2.394  -0.890  3.632
H  -3.080  0.711  -2.223
O  -1.288  -1.515  -1.879
H  -4.601  -1.243  0.933
C  -0.225  0.684  3.622
C  -0.099  -5.701  0.433
H  1.524  5.120  -0.729
H  -3.863  -0.885  -2.155
H  0.143  -6.716  0.116
C  2.540  0.152  3.345
H  -5.686  -1.474  -0.441
H  -6.270  -4.429  -0.195
Se  -2.386  4.366  1.993
F  3.022  -2.455  -2.350
C  2.935  2.812  -1.623
C  -1.897  -0.890  -3.085
F  4.632  -2.048  -0.119

DFT total energy (hartree): -13754.1252
Multiplicity: 2
Net charge: +1
E_HOMO (spin up / spin down) (eV): -10.696 / -10.682
Orbital gap (spin up / spin down) (eV): 6.46 / 5.68

***

Molecular formula: C2H8NOS2
Method: DFT, wB97M-V/def2-TZVPD

CARTESIAN COORDINATES (ANGSTROEM)
C  -0.980  -0.434  -0.144
O  -1.633  -0.537  -1.239
H  -1.231  -0.037  -1.955
H  0.777  2.751  -0.808
S  1.072  -1.053  1.619
H  2.573  2.657  -0.306
H  0.434  -2.207  1.822
S  1.900  2.168  -1.375
H  0.937  -1.432  -0.791
H  -2.631  -0.428  1.081
H  -1.143  -0.585  1.844
C  0.503  -0.654  -0.072
N  -1.629  -0.388  0.999
H  1.052  0.178  -0.674

DFT total energy (hartree): -1007.0881
Net charge: +1
E_HOMO (eV): -13.496
Orbital gap (eV): 9.22

***

Molecular formula: C3H22N6O8
Method: DFT, wB97M-V/def2-TZVPD

CARTESIAN COORDINATES (ANGSTROEM)
C  1.641  -2.326  -2.025
H  -3.662  1.067  -1.308
H  -1.911  4.339  -0.224
O  1.859  2.676  1.947
N  -1.209  -0.357  2.657
H  -2.970  -1.915  -2.609
H  -0.966  -1.328  2.526
N  -3.165  0.476  -0.657
O  0.244  0.949  -2.913
H  3.659  -0.250  0.645
H  1.009  2.807  1.527
N  1.018  -2.052  -0.953
N  -3.205  -0.998  -2.255
H  3.322  -3.311  -2.568
O  -0.365  1.373  3.821
O  1.307  -2.099  -3.134
H  -0.542  4.327  -0.870
N  2.740  -3.036  -1.790
C  -2.785  -0.717  -1.066
H  0.037  -1.864  -1.107
H  -2.727  0.863  0.166
H  -0.014  0.145  0.526
O  -1.161  3.771  -0.396
H  1.552  -0.017  3.763
O  0.424  0.805  -0.012
C  -0.264  0.257  3.277
H  1.397  -2.192  -0.027
O  3.215  0.597  0.690
O  -2.005  -1.405  -0.418
H  0.436  0.028  -3.092
H  -0.110  1.592  0.090
H  0.127  0.988  -1.963
H  -2.134  0.046  2.684
H  0.835  -1.419  3.061
H  2.812  -3.292  -0.815
N  0.716  -0.537  3.540
H  -3.732  -0.382  -2.857
H  2.293  2.012  1.411
H  2.284  0.378  0.727

DFT total energy (hartree): -1058.0144
Multiplicity: 2
Net charge: -1
E_HOMO (spin up / spin down) (eV): 0.146 / -6.564
Orbital gap (spin up / spin down) (eV): 2.28 / 8.85

***

Molecular formula: C37H80FNO18PS
Method: DFT, wB97M-V/def2-TZVPD

CARTESIAN COORDINATES (ANGSTROEM)
H  0.368  -2.428  2.070
H  -8.439  0.111  5.257
H  -7.614  0.667  3.118
C  5.297  -1.128  -3.441
H  1.946  -0.671  2.530
H  3.305  0.313  -10.056
O  6.704  -0.756  -0.355
C  -3.639  -3.816  2.468
F  4.124  -0.465  3.912
C  -4.834  0.584  6.500
H  4.935  0.696  2.119
H  5.184  -2.127  -3.864
H  2.049  -2.102  3.548
H  0.833  2.072  -2.683
H  6.500  0.636  -3.647
S  0.509  2.059  2.612
H  0.592  0.655  -5.666
H  3.316  2.075  -2.870
C  -6.657  3.705  -1.860
C  5.711  -0.671  0.706
H  -7.319  -1.373  6.881
H  -2.617  -0.194  -11.747
N  0.267  0.218  5.431
H  2.837  -0.762  5.455
C  -7.627  -0.534  4.909
O  8.364  -1.156  1.135
C  -6.889  0.164  3.765
H  -3.077  3.078  1.391
H  -0.630  -3.816  4.083
C  -5.959  -0.692  2.876
C  7.955  -0.974  0.017
H  -3.171  -4.589  1.847
O  2.285  0.164  -4.685
O  -6.326  2.967  -0.669
C  0.771  -1.006  7.531
C  3.458  -0.477  -4.762
H  -1.875  -1.781  -12.113
H  1.525  -0.328  7.946
H  -4.400  -0.109  5.769
O  -4.867  2.217  0.737
O  4.223  3.313  -0.991
H  -0.176  1.101  5.196
H  -5.560  -4.800  2.286
H  -7.729  3.876  -1.771
H  2.074  0.759  -6.661
H  -1.053  -4.274  2.440
H  3.084  -0.782  -11.440
H  -2.887  -3.736  4.501
C  6.438  -0.366  -4.073
H  5.845  -1.509  1.387
C  -0.515  -2.187  2.672
H  -6.658  3.479  -3.987
H  5.671  1.474  0.706
H  6.220  4.799  -0.386
H  -0.613  0.619  7.284
O  3.484  4.144  -2.961
H  4.273  -1.158  -10.184
H  -5.924  -0.212  1.894
H  -0.410  0.179  1.768
H  4.772  -0.791  0.167
H  -6.480  -3.515  4.388
C  -6.742  -0.846  6.112
C  2.807  -0.331  4.452
H  5.433  -1.195  -2.366
P  -0.050  -0.947  4.069
H  10.257  -2.125  -0.293
O  0.942  -0.912  -9.696
H  2.625  0.739  4.554
C  -1.164  -3.475  3.188
H  -5.249  2.766  -3.191
O  -0.873  -0.516  -10.802
O  -6.216  0.337  6.697
C  1.541  0.184  -5.902
H  -5.943  -2.455  1.671
H  -1.226  -1.695  1.996
H  10.584  -1.229  -1.808
O  8.726  -0.962  -1.086
C  2.719  2.931  -3.173
O  0.289  2.928  3.752
O  0.673  -1.878  -11.727
H  -1.152  -0.893  6.548
H  -2.905  1.567  0.477
C  -6.311  -2.174  2.664
H  -1.486  -0.885  4.416
H  0.816  3.843  -2.738
C  1.400  2.971  -2.439
H  -4.999  -2.594  4.310
O  3.854  -1.073  -5.734
C  -5.028  2.978  -0.339
C  -0.265  -0.244  6.703
H  6.692  0.755  1.985
O  4.718  5.397  -1.697
C  -5.715  -3.148  3.693
C  3.288  -0.730  -10.372
H  -5.913  -1.498  5.824
H  -1.209  -0.310  -12.844
H  -6.304  0.969  4.221
H  -7.401  -2.299  2.617
H  -4.932  -0.643  3.264
H  1.292  -1.725  6.894
C  5.767  0.656  1.417
C  -2.654  -3.297  3.522
C  -6.323  2.922  -3.110
C  -4.955  -4.313  3.062
C  1.816  -1.030  3.562
H  0.305  -1.556  8.355
H  -3.583  1.527  2.127
C  2.255  -1.503  -9.584
H  2.583  2.899  -4.253
H  1.384  -0.829  -6.268
H  4.802  5.536  0.378
O  0.380  2.605  1.275
O  4.038  -0.428  -3.571
C  5.463  5.575  -0.486
C  4.144  4.193  -1.809
H  0.137  -2.050  5.002
H  -4.285  0.466  7.443
O  -4.161  3.579  -0.923
C  -0.404  0.583  2.783
H  -6.830  1.957  -3.103
H  -6.136  4.661  -1.839
H  1.781  1.601  2.702
H  -4.756  -5.070  3.830
H  10.531  -0.376  -0.237
C  -1.692  -0.720  -11.958
C  10.113  -1.189  -0.830
H  -3.875  -2.993  1.780
H  -4.693  1.606  6.139
H  7.373  -0.881  -3.848
H  2.203  -2.543  -9.901
H  -8.090  -1.471  4.572
C  -3.513  2.099  1.206
C  0.291  -1.171  -10.827
H  -2.810  -2.221  3.654
H  1.549  2.990  -1.360
H  6.318  -0.298  -5.154
H  2.467  -1.462  -8.516
H  5.922  6.555  -0.575
H  -1.408  0.971  3.012

DFT total energy (hartree): -3706.2750
Net charge: -1
E_HOMO (eV): -4.921
Orbital gap (eV): 6.82